Entry 1:
{
  "formula": "C24H63AsF6N5O8Zn",
  "method": "ωB97M-V/def2-TZVPD",
  "symbols": ["Zn", "As", "F", "F", "F", "F", "F", "F", "C", "C", "C", "O", "C", "N", "H", "H", "H", "H", "H", "H", "H", "H", "H", "H", "H", "C", "C", "C", "O", "C", "N", "H", "H", "H", "H", "H", "H", "H", "H", "H", "H", "H", "C", "C", "C", "O", "C", "N", "H", "H", "H", "H", "H", "H", "H", "H", "H", "H", "H", "C", "C", "C", "O", "C", "N", "H", "H", "H", "H", "H", "H", "H", "H", "H", "H", "H", "C", "C", "C", "O", "C", "N", "H", "H", "H", "H", "H", "H", "H", "H", "H", "H", "H", "C", "C", "O", "C", "O", "O", "C", "H", "H", "H", "H", "H", "H", "H", "H"],
  "positions_angstrom": [[0.350040, 0.775458, -2.989875], [0.817283, 1.156320, 0.763622], [-0.909878, 1.294716, 0.849790], [0.617710, -0.604839, 0.824142], [2.520651, 0.944491, 0.576047], [1.018519, 2.874782, 0.660818], [0.925483, 1.242187, 2.496146], [0.659246, 1.053321, -1.025690], [-1.813445, 4.378729, -2.614982], [-1.202086, 2.971132, -2.445621], [-2.271996, 1.900185, -2.351957], [-1.692457, 0.610010, -2.074206], [-2.727736, -0.224023, -1.570370], [-0.241216, 2.649141, -3.558108], [-2.878770, 4.326537, -2.845039], [-1.378151, 4.940281, -3.451138], [-1.636300, 5.025261, -1.759911], [-0.681467, 3.051541, -1.492501], [-2.882149, 1.810106, -3.258185], [-2.954011, 2.209465, -1.556426], [-3.488586, -0.515327, -2.300999], [-3.228529, 0.204011, -0.704664], [-2.350819, -1.193379, -1.239996], [0.490414, 3.355132, -3.433355], [-0.745708, 3.087051, -4.332491], [1.482244, -3.434215, -1.717832], [1.568017, -2.213594, -2.639558], [1.734214, -2.677132, -4.063414], [1.993622, -1.605790, -4.992307], [2.465559, -2.088052, -6.249949], [0.470401, -1.260892, -2.431530], [1.351462, -3.055657, -0.702586], [2.296759, -4.143755, -1.827524], [0.567891, -4.025345, -1.861916], [2.474505, -1.710158, -2.280376], [0.806302, -3.152239, -4.408285], [2.518809, -3.417431, -4.221788], [1.749333, -2.855594, -6.558701], [3.518659, -2.359517, -6.234306], [2.294326, -1.307512, -6.993514], [-0.406233, -1.736336, -2.661276], [0.438190, -1.193342, -1.408681], [4.730794, 0.842763, -3.518399], [3.393891, 1.307551, -2.940258], [3.446510, 2.790758, -2.584577], [2.203444, 3.192262, -2.027695], [2.270940, 4.458124, -1.349357], [2.237834, 0.951296, -3.795407], [5.403939, 0.576224, -2.703666], [5.259815, 1.691206, -3.973829], [4.681939, 0.081620, -4.294642], [3.296313, 0.626582, -2.087268], [3.693243, 3.440448, -3.431108], [4.219246, 2.884257, -1.815479], [2.437632, 4.454691, -0.276871], [1.272048, 4.861514, -1.556210], [2.908324, 5.136290, -1.922327], [2.453438, 0.032891, -4.210368], [2.321380, 1.508962, -4.652960], [-3.835741, 3.532787, 1.932059], [-2.523933, 4.335992, 2.028279], [-1.679241, 4.019009, 3.277826], [-1.970173, 2.749707, 3.840648], [-1.879554, 2.659086, 5.232176], [-1.770868, 4.054702, 0.804805], [-4.501065, 4.039356, 1.235558], [-4.281219, 3.533285, 2.929659], [-3.723649, 2.487089, 1.648471], [-2.766645, 5.398858, 2.057306], [-1.711209, 4.779210, 4.067895], [-0.618397, 4.031252, 2.989763], [-2.538995, 1.841809, 5.539749], [-2.252434, 3.523795, 5.793759], [-0.861607, 2.425516, 5.563449], [-1.482114, 3.086775, 0.769499], [-0.898688, 4.574921, 0.863478], [1.347025, -1.969557, 4.585539], [2.544870, -2.591114, 3.888986], [2.104218, -3.126313, 2.521667], [3.187173, -3.776028, 1.845057], [3.361240, -5.147066, 2.181981], [3.576305, -1.561997, 3.744516], [1.548369, -1.633249, 5.600048], [0.546569, -2.715942, 4.686021], [0.837390, -1.198795, 4.002683], [2.930682, -3.450473, 4.442869], [1.854419, -2.261668, 1.906968], [1.308368, -3.876676, 2.582701], [3.706398, -5.206535, 3.214206], [4.073080, -5.509537, 1.443388], [2.467535, -5.769364, 2.062238], [4.255446, -1.959257, 3.092813], [3.193278, -0.762014, 3.244756], [-5.630903, -5.695357, 3.587039], [-5.066807, -4.709357, 2.602798], [-4.230609, -3.752405, 3.185215], [-3.719986, -2.784606, 2.448477], [-4.078736, -2.489913, 1.332188], [-2.719365, -2.240525, 3.123830], [-2.127037, -1.054954, 2.582853], [-5.943591, -6.587389, 3.047593], [-6.520479, -5.349684, 4.121411], [-4.907166, -5.932240, 4.369492], [-5.886606, -4.260974, 2.031888], [-4.594369, -5.359137, 1.854018], [-2.192700, -1.121241, 1.502688], [-1.078589, -0.898051, 2.815117], [-2.720724, -0.244893, 3.003486]],
  "atomic_forces_ev_per_a": [[0.536, -0.425, -0.102], [0.381, -0.446, 2.010], [0.209, -0.106, -0.361], [0.102, 0.739, -0.474], [-0.258, -0.062, -0.166], [-0.343, -0.404, -0.315], [0.036, -0.227, -0.824], [0.362, 0.234, 0.539], [-0.123, 0.157, -0.689], [-0.420, 0.939, 0.469], [-0.012, 0.345, 0.055], [-0.795, 0.771, -0.264], [-0.375, -1.521, 0.363], [-1.082, 1.498, 0.473], [-0.060, 0.085, 0.251], [0.147, -0.328, -0.138], [-0.312, -0.326, 0.292], [0.335, -0.632, -0.113], [0.141, 0.167, -0.178], [0.118, -0.202, 0.198], [0.076, 0.596, -0.358], [0.146, 0.312, 0.016], [0.560, 0.209, 0.085], [0.569, -0.700, 0.203], [0.127, -1.015, -0.562], [-1.462, 0.046, 0.200], [1.635, -0.661, 0.082], [-0.405, 0.369, -1.391], [0.315, 0.234, 0.627], [-1.353, 0.446, -0.234], [-0.687, -0.575, 0.188], [0.615, -0.242, 0.213], [0.322, 0.340, 0.197], [-0.018, 0.143, -0.416], [0.021, 0.201, -0.432], [-0.112, -0.141, 0.172], [0.147, -0.074, 0.652], [0.659, -0.545, -0.115], [-0.075, -0.376, 0.079], [0.314, 0.241, 0.217], [0.076, 0.062, -0.069], [-0.257, 0.432, -0.048], [0.853, 1.426, -0.354], [0.339, -1.032, 0.165], [-0.431, -0.685, 1.112], [0.444, 0.023, 0.235], [-1.285, 0.448, -1.646], [0.787, 0.086, -1.417], [-0.123, -0.472, -0.082], [-0.166, -0.062, -0.241], [-0.176, -0.289, 0.290], [-0.433, 0.867, 0.526], [0.127, -0.217, -0.212], [0.196, 0.156, -0.156], [0.390, -0.434, -0.102], [-0.012, 0.177, 0.606], [0.472, -0.066, 0.395], [-0.279, -0.143, 0.403], [-0.395, 0.309, 0.295], [0.065, 0.743, 0.946], [-0.126, -1.214, -0.165], [0.686, -0.146, 0.616], [-0.484, 0.377, -0.559], [-0.168, -0.615, 0.666], [0.342, 0.886, -0.524], [-0.067, -0.113, -0.052], [-0.294, -0.054, -0.157], [0.358, 0.059, -0.072], [0.018, 0.025, -0.130], [-0.613, 0.110, -0.104], [0.003, -0.075, -0.189], [0.219, -0.115, -0.068], [0.143, 0.299, -0.396], [0.003, 0.114, -0.013], [-0.231, -0.020, 0.336], [-0.001, -0.040, -0.174], [-1.068, -1.025, 0.265], [-0.732, 0.621, -0.416], [0.782, -0.476, 0.004], [-0.301, -0.011, -0.344], [0.086, 0.640, -0.234], [0.525, -0.666, -0.438], [0.249, 0.269, -0.140], [0.185, -0.147, 0.100], [0.581, 0.368, -0.043], [0.135, 0.267, 0.312], [-0.355, -0.152, -0.099], [-0.400, 0.395, 0.147], [0.252, -0.453, -0.053], [0.341, -0.181, 0.404], [-0.298, 0.327, 0.069], [0.184, 0.237, 0.243], [-0.180, 0.000, 0.176], [-0.402, 0.270, 1.146], [-1.431, -1.112, -1.676], [0.429, -0.236, 1.074], [0.155, -0.017, -0.847], [0.023, 0.085, 0.019], [0.698, -0.262, 0.649], [-0.811, 0.331, -0.459], [0.204, -0.112, 0.061], [0.095, 0.261, -0.113], [0.110, -0.277, -0.247], [0.131, 0.401, 0.233], [0.859, 0.673, 0.042], [-0.179, 0.360, -0.142], [-0.051, -0.647, 0.588], [0.226, 0.396, -0.398]],
  "mulliken_charge": [-0.34, 1.97, -0.41, -0.46, -0.52, -0.39, -0.58, 0.72, -1.60, 1.48, -1.26, 0.17, -1.03, -0.21, 0.48, 0.40, 0.34, -0.80, 0.32, 0.54, 0.37, 0.28, 0.33, 0.32, 0.33, -1.53, 1.11, -1.31, -0.31, -0.97, -0.10, 0.21, 0.46, 0.39, -0.03, 0.38, 0.52, 0.35, 0.32, 0.32, 0.43, -0.13, -1.65, 1.05, -1.19, 0.11, -0.97, -0.04, 0.42, 0.42, 0.35, -0.18, 0.46, 0.42, 0.22, 0.22, 0.45, 0.16, 0.42, -1.26, 0.16, -0.77, -0.01, -0.94, -0.03, 0.35, 0.39, 0.13, 0.43, 0.56, 0.16, 0.27, 0.36, 0.31, -0.38, 0.24, -1.19, 0.51, 0.21, -0.40, -0.73, -0.75, 0.41, 0.39, -0.16, 0.36, -0.74, 0.53, 0.30, 0.26, 0.31, 0.35, 0.23, -1.19, -0.15, -0.30, 0.71, -0.59, -0.31, 0.47, 0.35, 0.30, 0.31, 0.28, 0.28, -0.06, -0.50, 0.30],
  "charge": 1,
  "e_homo_ev": -10.450,
  "total_energy_ev": -175298.951
}

---

Entry 2:
{
  "formula": "C9H27NNaO9S",
  "method": "ωB97M-V/def2-TZVPD",
  "symbols": ["Na", "S", "O", "O", "O", "O", "C", "O", "H", "H", "H", "H", "C", "O", "H", "H", "H", "H", "C", "O", "H", "H", "H", "H", "C", "O", "C", "C", "N", "C", "C", "O", "C", "H", "H", "H", "H", "H", "H", "H", "H", "H", "H", "H", "H", "H", "H", "H"],
  "positions_angstrom": [[0.889095, -0.889556, -1.126230], [0.623658, -1.033490, -5.133081], [-0.675589, -0.997044, -4.524399], [1.158326, 0.304934, -5.295208], [1.460729, -1.730310, -4.173062], [0.761321, -1.708081, -6.413796], [3.288506, 3.323200, -2.239981], [2.029141, 2.671231, -2.322696], [4.173913, 2.688089, -2.212205], [3.359562, 3.960525, -3.121388], [3.200941, 3.897130, -1.317463], [2.053502, 2.258410, -3.189055], [-4.257325, 1.472519, -3.187430], [-3.174549, 0.905917, -2.493355], [-4.776188, 2.227624, -2.596926], [-3.874408, 1.881735, -4.122316], [-4.942679, 0.708062, -3.553498], [-2.571682, 0.571034, -3.161204], [-0.098404, -5.036158, -1.937991], [-0.244524, -4.192819, -0.826726], [0.820241, -5.570699, -1.696193], [-0.905273, -5.767149, -1.989971], [0.037478, -4.613133, -2.933323], [-1.204268, -4.185054, -0.805613], [3.854695, -0.859216, 1.170641], [2.638318, -0.212957, 1.259866], [2.338314, 0.234317, 2.667486], [0.921194, 0.917147, 2.748259], [-0.085621, -0.007844, 2.272724], [-1.330813, 0.717850, 2.059235], [-1.976635, 1.213082, 3.408095], [-2.208854, 0.129588, 4.207720], [-3.129552, 0.415719, 5.240326], [3.877823, -1.809974, 1.703212], [4.615015, -0.214490, 1.611482], [4.066527, -0.981120, 0.108400], [3.098579, 0.926241, 3.029897], [2.329175, -0.653694, 3.299508], [1.019067, 1.849347, 2.191906], [0.789520, 1.084414, 3.817269], [-0.255020, -0.566506, 3.096918], [-1.917162, -0.011448, 1.500296], [-1.226101, 1.556703, 1.371149], [-2.912810, 1.657984, 3.070847], [-1.398945, 1.995697, 3.899905], [-2.835502, 1.311710, 5.786981], [-3.244036, -0.421394, 5.928976], [-4.158700, 0.581925, 4.922011]],
  "atomic_forces_ev_per_a": [[0.059, -0.157, -0.986], [2.263, 0.306, -1.169], [-4.106, 0.229, 0.772], [0.477, 2.920, 0.060], [2.347, -1.974, 3.236], [-1.127, -1.013, -1.180], [-0.880, 0.534, 0.128], [0.637, -0.537, 0.012], [-0.118, -0.386, 0.109], [0.399, 0.422, 0.179], [0.520, 0.285, -0.127], [-0.717, -0.632, -0.404], [0.326, -0.308, -1.115], [-0.093, 0.076, 0.684], [0.131, -0.099, 0.054], [-0.121, 0.682, 0.014], [-0.454, -0.186, 0.418], [0.480, -0.352, -0.152], [1.708, -1.669, -0.566], [-1.290, 0.799, -0.044], [0.068, -0.419, -0.487], [-0.104, -0.086, 0.033], [-0.168, 0.789, 0.222], [-0.124, 0.887, 0.805], [0.854, 0.253, 0.017], [-1.956, 1.335, 2.046], [-1.004, -0.423, -1.768], [2.788, -1.211, -0.117], [0.319, 1.161, -0.141], [-0.351, -0.348, 0.680], [-0.252, 0.441, -3.007], [-0.531, -1.251, 1.301], [-0.273, -0.060, 0.470], [-0.089, -0.278, -0.052], [0.485, -0.046, -0.053], [0.140, -0.235, 0.090], [0.233, 0.011, -0.222], [0.124, -0.184, 0.037], [-0.579, -0.021, -0.067], [0.033, 0.670, 0.166], [-0.241, -0.774, -0.177], [-0.928, 0.252, 0.480], [0.385, 0.116, 0.130], [-0.368, 0.296, 0.223], [0.290, 0.055, 0.096], [0.190, 0.048, 0.203], [0.652, -0.112, -0.065], [-0.031, 0.197, -0.767]],
  "nbo_charge": [0.95, 2.63, -1.15, -1.15, -1.20, -1.10, -0.25, -0.74, 0.16, 0.17, 0.16, 0.50, -0.24, -0.75, 0.16, 0.17, 0.15, 0.51, -0.26, -0.73, 0.16, 0.15, 0.22, 0.46, -0.24, -0.57, -0.06, -0.25, -0.62, -0.24, -0.09, -0.54, -0.25, 0.16, 0.16, 0.20, 0.17, 0.17, 0.21, 0.17, 0.36, 0.21, 0.21, 0.17, 0.16, 0.17, 0.19, 0.17],
  "charge": -1,
  "de_lowest_kcal_mol": 131.9,
  "e_homo_ev": -2.395,
  "total_energy_ev": -44937.279
}

---

Entry 3:
{
  "formula": "C3H3LiO9",
  "method": "ωB97M-V/def2-TZVPD",
  "symbols": ["Li", "O", "C", "O", "O", "H", "O", "C", "O", "O", "H", "O", "C", "O", "O", "H"],
  "positions_angstrom": [[-0.154657, 0.037643, -0.126430], [0.265988, 1.201844, 0.889401], [0.532957, 0.132261, 1.645634], [0.462955, -0.943927, 1.038902], [1.087664, 0.352996, 2.716917], [0.519591, 1.938057, 1.450895], [2.182925, -1.759316, -0.536484], [1.625508, -1.004567, -1.510216], [0.687678, -0.253001, -1.119214], [2.096688, -0.997007, -2.646085], [1.685678, -1.249914, 0.107602], [-3.126962, 1.063338, -0.533916], [-1.879215, 0.563368, -0.474265], [-0.850704, 1.174808, -0.827283], [-1.671438, -0.545432, 0.002682], [-3.464657, 0.288849, -0.078138]],
  "atomic_forces_ev_per_a": [[-3.119, -1.098, 4.842], [1.121, 3.282, 3.441], [3.202, -1.633, 1.074], [-0.208, -1.751, 3.457], [0.082, 0.595, 2.612], [-0.038, 0.116, -0.063], [1.057, -0.459, -0.824], [-0.379, 1.698, -1.686], [8.328, -3.720, -9.324], [0.792, -0.929, -1.151], [-0.322, -0.829, 2.438], [-1.101, 0.179, 0.103], [4.007, 2.118, -1.926], [-7.194, 6.077, -4.675], [-4.781, -3.449, 1.434], [-1.447, -0.197, 0.248]],
  "nbo_charge": [0.80, -0.72, 0.92, -0.77, -0.81, 0.49, -0.77, 0.95, -0.85, -0.81, 0.50, -0.73, 0.88, -0.74, -0.81, 0.47],
  "charge": -2,
  "de_lowest_kcal_mol": 195.0,
  "e_homo_ev": -0.528,
  "total_energy_ev": -21790.034
}

---

Entry 4:
{
  "formula": "C10H10BrCaI",
  "method": "ωB97M-V/def2-TZVPD",
  "symbols": ["C", "C", "C", "H", "C", "C", "H", "H", "H", "H", "Ca", "Br", "C", "C", "C", "H", "C", "C", "H", "H", "H", "H", "I"],
  "positions_angstrom": [[0.608394, -0.189498, 2.413781], [-0.444623, 0.180767, 3.320766], [-1.084441, -1.084613, 3.668795], [-0.636718, 1.173364, 3.770210], [-0.422242, -2.161911, 3.011970], [0.614370, -1.587281, 2.170396], [1.372049, -2.113650, 1.599498], [1.216998, 0.531684, 1.884048], [-1.935005, -1.132383, 4.351212], [-0.659040, -3.254426, 3.103717], [-0.688547, 0.534342, -0.307631], [-2.147965, 3.199838, -0.481962], [-0.339027, 0.444358, -3.188630], [0.668174, -0.540962, -3.121376], [1.819254, 0.045319, -2.563217], [0.589195, -1.533697, -3.515477], [1.537014, 1.392096, -2.281864], [0.233178, 1.669506, -2.752936], [-0.221653, 2.656909, -2.853903], [-1.304950, 0.373264, -3.679302], [2.768131, -0.429406, -2.419677], [2.229180, 2.149923, -1.934859], [-3.771725, -0.323541, -0.193558]],
  "atomic_forces_ev_per_a": [[-0.968, 0.645, -0.278], [0.056, -2.113, -0.160], [0.956, 1.046, -0.173], [0.006, -0.767, -0.587], [0.319, 0.513, -0.498], [-1.072, -0.130, 1.220], [-0.198, -0.018, -0.032], [0.558, 0.129, 0.149], [0.240, -0.245, -0.218], [0.167, 1.264, -0.146], [-0.698, 0.388, -0.329], [0.561, -0.149, 0.196], [0.140, 0.742, -0.445], [-0.047, 0.204, 0.339], [-0.280, -0.220, 0.226], [-0.056, -0.452, 0.077], [-0.221, 0.586, -0.342], [-0.334, -0.040, 0.236], [0.041, -0.458, 0.397], [0.098, -0.170, 0.197], [0.308, -0.295, 0.184], [0.049, -0.128, 0.074], [0.375, -0.330, -0.089]],
  "nbo_charge": [-0.44, -0.38, -0.32, 0.20, -0.34, -0.41, 0.19, 0.17, 0.18, 0.18, 1.76, -0.93, -0.43, -0.37, -0.37, 0.19, -0.42, -0.40, 0.23, 0.22, 0.19, 0.20, -0.92],
  "charge": -2,
  "de_lowest_kcal_mol": 14.2,
  "e_homo_ev": -1.316,
  "total_energy_ev": -107117.386
}